1.
A molecular structure, C35H53ClGaN3O7PSbSi at a distorted geometry, computed with wB97M-V/def2-TZVPD.

Atoms and positions in Å:
N 1.71 0.20 -1.14
H 3.16 2.75 -0.53
C -2.65 -2.51 1.67
H 4.82 2.18 4.07
H 2.21 -1.27 -3.89
H 2.70 -3.41 -0.21
C -4.14 0.21 -3.67
C -2.77 -2.83 -2.89
Sb -1.66 -1.09 -2.25
C -2.60 3.29 0.52
H 1.22 -3.38 4.11
H 0.91 3.81 -4.94
H 3.89 3.64 3.63
H 4.91 -0.44 -2.11
H 4.79 -0.50 -0.36
H 1.18 -1.31 6.52
H -0.75 -2.50 -5.15
C -4.48 -0.44 1.85
H 1.52 0.07 5.47
H -3.99 0.07 -1.51
C 0.73 -0.44 2.12
C -3.21 -0.20 1.35
H -0.60 -1.14 -6.25
C 4.17 2.99 -0.20
C 4.53 -0.94 2.66
H -4.57 -2.36 -1.76
H -1.92 -3.30 1.59
H -1.29 -1.05 0.91
O -4.11 5.01 -0.02
C 2.26 2.36 -4.12
H -2.17 -1.56 -5.58
H -3.51 0.38 -4.54
C -1.34 2.67 0.70
C -3.34 0.28 -2.37
H -1.23 -1.33 6.08
Si 2.64 -1.26 -1.42
H 3.03 2.54 -4.86
H 5.00 -1.98 -1.29
C 1.07 3.08 -4.17
H 4.40 -1.63 1.83
O -1.98 5.58 0.20
H -3.17 -2.64 -3.89
H -2.06 -3.65 -2.99
H 4.91 2.57 -0.88
H -4.93 0.96 -3.68
C -1.06 -0.95 5.07
H -1.11 5.17 0.45
Ga 1.15 0.61 0.59
C 2.49 1.42 -3.12
H -4.47 -4.04 -2.28
C -2.29 -1.24 1.27
C -4.83 -1.72 2.25
C -0.83 -0.55 -4.19
C 0.32 1.88 -2.22
C -1.11 -1.49 -5.35
Cl -5.17 2.26 0.42
H 1.33 -2.56 -3.08
H 0.06 -3.42 5.44
C 0.11 2.83 -3.20
C 1.41 -1.01 5.50
H 3.34 2.60 4.97
H -0.83 3.37 -3.22
H 1.07 -2.73 -0.18
C -3.49 2.24 0.67
H 2.30 -2.12 0.92
H -0.51 -3.33 3.77
H -1.87 -1.27 4.43
H 3.62 -0.93 3.27
H -4.61 -0.77 -3.79
O 3.00 1.85 3.11
H -2.93 1.28 -2.22
H 3.43 0.90 -3.09
O 4.42 2.51 1.13
C 0.29 -1.46 4.55
O 4.81 0.37 2.16
C 4.50 -1.01 -1.28
H -1.20 0.46 -4.40
C 3.82 2.62 3.99
H -5.21 0.35 1.97
C 0.54 -0.90 3.22
H -0.46 1.66 -1.51
P 3.56 1.29 1.72
H -3.48 -3.46 -0.94
C -3.92 -2.77 2.15
H 0.24 -0.44 -4.03
C 0.27 -2.99 4.46
H 3.06 -2.71 -3.37
O 0.15 4.50 0.68
C -2.97 4.70 0.21
C -3.88 -3.20 -1.92
H -5.82 -1.90 2.64
H -4.20 -3.76 2.46
H 4.27 4.08 -0.16
C 0.02 3.28 0.68
H 2.37 -1.46 5.22
N -2.78 1.11 0.94
N -1.46 1.38 0.93
C 1.52 1.16 -2.15
H 5.38 -1.24 3.27
H -1.06 0.14 5.11
C 2.13 -2.49 -0.10
C 2.27 -2.01 -3.10
O 1.00 2.46 0.67

Values from the calculation:
E = -144563.769 eV
HOMO energy = -7.967 eV

Löwdin atomic charge list, values in e, 8 entries:
1. N -0.11
2. H 0.06
3. C -0.09
4. H 0.09
5. H 0.02
6. H 0.04
7. C -0.18
8. C -0.46

=====

2.
A molecular structure, C36H43Br2CrF3N4O3S2Si4Te at a distorted geometry, computed with wB97M-V/def2-TZVPD.

Atoms and positions in Å:
C -0.12 -0.25 -1.98
H 4.58 -1.59 -3.02
C 4.79 2.07 0.57
H 1.15 -2.67 -1.37
C -5.84 -0.86 0.37
H 6.65 -0.59 1.31
H 5.83 -2.52 0.01
C 4.19 -3.39 3.22
C 4.00 -1.00 -2.31
C -7.47 0.78 1.07
H 4.23 -3.76 4.25
H 4.60 -0.14 -2.02
S -3.43 2.30 -3.09
C -4.53 -1.10 3.46
H -4.50 -3.23 3.68
C -6.79 -0.43 1.27
O -4.11 -2.04 -1.65
N -2.98 0.14 -1.41
H 1.52 1.53 -7.27
Te 0.90 0.76 1.03
F 4.02 4.42 -6.12
H 4.58 2.39 3.70
H 1.62 -4.42 1.60
C -5.56 -0.10 -0.76
H 2.75 -1.00 4.88
C -2.47 -1.46 1.57
H -4.03 3.44 2.57
H -2.29 2.89 0.90
C -3.05 -2.54 2.26
C 1.07 1.03 -3.93
H 5.05 -2.74 3.07
H 5.42 -3.60 -1.32
C 3.25 3.47 -6.70
C -4.38 1.38 3.11
H 4.08 0.81 4.30
Si 2.55 -2.46 2.85
H -7.72 2.46 -0.25
F 2.47 4.13 -7.60
H 4.78 -3.90 0.29
C -2.20 3.52 -2.87
Br -5.92 -0.92 4.77
C -2.79 2.12 1.46
H 1.08 -1.12 4.37
H 2.02 2.19 -2.41
N -8.47 1.18 1.95
C -3.76 2.41 2.39
H 1.82 -2.45 5.26
H 5.23 1.69 -0.35
Br -2.42 -4.30 1.92
H -0.42 3.66 -1.64
H -6.03 1.66 -1.88
F 4.10 2.73 -7.47
C 4.00 1.50 3.47
H 1.10 -4.48 3.29
C -2.65 1.34 -1.86
Si 4.53 0.67 1.84
H -5.13 1.60 3.86
H 5.43 2.86 0.96
C -6.24 1.09 -0.98
H 6.27 -0.72 3.02
H 1.96 -4.00 -0.56
C 2.09 -3.22 -1.30
C 1.63 1.66 -6.20
C 5.03 -3.12 -0.42
H 7.00 0.76 2.39
H -2.21 4.44 -3.43
C 1.28 -3.81 2.44
C -4.00 0.05 2.85
C 2.00 -1.69 4.50
H 0.32 -3.37 2.16
H 3.82 2.51 0.33
C 0.93 0.86 -5.32
C -2.98 -0.17 1.89
H 2.95 1.78 3.38
Si 3.49 -2.04 -0.80
S -4.31 -0.64 -1.88
C 2.49 2.65 -5.73
H -8.37 0.80 2.88
O -4.70 -0.21 -3.21
C -7.19 1.53 -0.08
H 3.30 3.61 -3.98
H 0.28 0.08 -5.70
Si 2.84 -0.84 1.14
C -4.08 -2.38 3.18
Cr -1.13 0.08 -0.28
H 2.26 -3.69 -2.27
H 3.12 -0.64 -2.83
C 0.39 0.27 -2.96
N -1.56 1.91 -1.36
H -8.63 2.18 1.96
O -1.50 -1.59 0.71
C -1.30 3.12 -1.94
H 4.30 -4.25 2.56
N -2.37 0.85 1.21
C 6.28 -0.03 2.17
C 1.93 2.05 -3.48
H -7.03 -1.01 2.15
H -5.30 -1.79 0.51
C 2.63 2.85 -4.35

Values from the calculation:
E = -287272.488 eV
HOMO energy (alpha / beta) = 0.047 / -2.107 eV
charge = -2
2S+1 = 5

Löwdin atomic charge list, values in e, 8 entries:
1. C -0.11
2. H 0.02
3. C -0.23
4. H 0.01
5. C -0.04
6. H 0.00
7. H 0.00
8. C -0.22